Computed, not measured: the molecule C24H28N2O3 in a non-equilibrium geometry, with ωB97M-V with the def2-TZVPD basis set.

Atoms and positions in Å:
C  -4.40  0.23  2.88
C  -3.28  1.22  2.72
O  -2.11  0.49  2.21
C  -1.00  1.29  2.18
O  -1.05  2.53  2.43
C  0.18  0.47  1.64
C  1.40  0.87  2.47
C  2.30  -0.26  2.94
O  1.73  2.07  2.64
C  0.36  0.92  -0.19
C  1.49  0.31  -0.87
C  1.37  -0.61  -1.93
C  2.47  -1.36  -2.31
C  3.75  -1.10  -1.77
N  4.80  -2.01  -2.02
C  6.06  -1.59  -2.59
C  4.90  -3.23  -1.24
C  3.91  0.04  -0.93
C  2.78  0.73  -0.48
C  -0.95  0.54  -0.58
C  -1.40  -0.75  -0.90
N  -2.76  -0.72  -1.03
C  -3.65  -1.84  -1.22
C  -3.20  0.59  -0.93
C  -4.49  1.04  -0.94
C  -4.68  2.42  -0.79
C  -3.60  3.27  -0.63
C  -2.29  2.79  -0.58
C  -2.09  1.41  -0.68
H  -5.32  0.80  3.09
H  -4.51  -0.39  1.98
H  -4.17  -0.44  3.72
H  -3.51  2.00  1.98
H  -2.98  1.66  3.69
H  -0.06  -0.60  1.75
H  1.78  -1.19  3.15
H  3.09  -0.50  2.20
H  2.74  0.12  3.87
H  0.53  2.02  0.06
H  0.42  -0.74  -2.47
H  2.38  -2.17  -3.04
H  5.87  -0.87  -3.39
H  6.71  -1.11  -1.85
H  6.55  -2.48  -3.01
H  3.90  -3.60  -1.01
H  5.45  -3.98  -1.82
H  5.40  -3.05  -0.27
H  4.92  0.28  -0.60
H  2.94  1.62  0.14
H  -0.84  -1.67  -1.00
H  -4.69  -1.45  -1.17
H  -3.45  -2.31  -2.20
H  -3.51  -2.61  -0.44
H  -5.28  0.33  -1.10
H  -5.69  2.81  -0.86
H  -3.78  4.35  -0.51
H  -1.44  3.44  -0.40

Output
- structure (SMILES) = CCOC(=O)[C@H](C(C)=O)[C@@H](c1ccc(N(C)C)cc1)c1cn(C)c2ccccc12
- 2S+1 = 1
- relative energy (zero: lowest compared OMol25 entry of this formula, charge and spin) (kcal per mole) = 81.37
- total charge = 0

---

Computed, not measured: a 10-piece molecular cluster, C40H75NO15 overall in a non-equilibrium geometry, with ωB97M-V with the def2-TZVPD basis set.

Atoms and positions in Å:
C  4.43  -3.92  3.13
C  4.07  -2.36  2.91
O  2.90  -2.25  2.04
C  2.49  -0.86  1.97
C  2.25  -0.49  0.42
O  0.87  -0.05  0.14
C  0.92  1.40  0.31
C  -0.60  1.99  0.42
O  -0.59  2.84  1.63
C  -1.56  2.36  2.59
C  -1.10  1.04  3.39
C  -1.47  -0.34  3.25
C  -2.49  -0.82  2.11
C  -3.16  -2.27  2.39
N  -4.53  -2.13  2.99
C  -0.68  -1.13  4.39
O  -0.47  -2.36  4.58
O  -0.17  -0.19  5.38
C  -0.03  1.03  4.61
O  0.77  2.00  4.74
H  4.46  -4.19  4.25
H  5.43  -4.14  2.61
H  3.64  -4.59  2.61
H  3.83  -1.79  3.89
H  4.93  -1.79  2.38
H  3.29  -0.21  2.48
H  1.53  -0.74  2.61
H  3.00  0.31  0.02
H  2.40  -1.44  -0.21
H  1.47  1.96  -0.54
H  1.49  1.63  1.28
H  -0.90  2.61  -0.51
H  -1.38  1.14  0.51
H  -2.60  2.17  2.11
H  -1.73  3.22  3.35
H  -1.88  -0.93  1.12
H  -3.33  -0.05  1.91
H  -2.47  -2.98  2.97
H  -3.32  -2.77  1.35
H  -5.23  -2.23  2.23
H  -4.65  -2.90  3.67
C  -5.04  -2.63  -2.13
C  -5.97  -2.03  -1.11
C  -7.07  -1.14  -1.62
O  -5.83  -2.26  0.08
H  -4.29  -3.25  -1.63
H  -5.60  -3.26  -2.83
H  -4.52  -1.84  -2.68
H  -7.72  -1.70  -2.29
H  -6.64  -0.28  -2.14
H  -7.66  -0.78  -0.77
C  -2.75  6.00  -0.54
C  -3.72  5.26  0.35
C  -4.31  6.01  1.51
O  -4.01  4.09  0.13
H  -2.41  5.34  -1.33
H  -3.25  6.86  -0.99
H  -1.89  6.33  0.05
H  -4.88  6.87  1.15
H  -3.51  6.33  2.19
H  -4.98  5.35  2.06
C  -5.12  -5.74  6.05
C  -5.00  -5.85  4.55
C  -4.53  -7.17  3.99
O  -5.27  -4.91  3.82
H  -5.47  -4.73  6.31
H  -5.85  -6.46  6.42
H  -4.15  -5.90  6.51
H  -5.23  -7.96  4.27
H  -3.53  -7.39  4.37
H  -4.49  -7.10  2.90
C  5.94  2.41  -2.70
C  5.45  1.99  -1.34
C  6.45  1.37  -0.40
O  4.28  2.13  -1.01
H  5.11  2.83  -3.27
H  6.72  3.17  -2.59
H  6.33  1.54  -3.24
H  7.25  2.09  -0.19
H  6.86  0.46  -0.83
H  5.95  1.12  0.54
C  4.50  6.08  -1.75
C  4.28  5.95  -3.23
C  3.24  6.85  -3.86
O  4.92  5.16  -3.90
H  5.27  5.38  -1.44
H  4.83  7.09  -1.51
H  3.57  5.85  -1.22
H  3.52  7.89  -3.71
H  2.26  6.65  -3.42
H  3.19  6.65  -4.93
C  6.55  -6.99  5.19
C  6.68  -7.08  3.69
C  7.11  -8.40  3.12
O  6.44  -6.13  2.97
H  6.23  -5.98  5.46
H  5.80  -7.70  5.54
H  7.51  -7.19  5.66
H  6.39  -9.18  3.38
H  8.10  -8.67  3.49
H  7.16  -8.33  2.03
C  -4.06  4.61  -3.87
C  -3.39  5.85  -4.41
C  -3.85  6.35  -5.76
O  -2.51  6.42  -3.79
H  -3.64  4.36  -2.90
H  -5.13  4.79  -3.75
H  -3.90  3.77  -4.55
H  -4.91  6.61  -5.71
H  -3.67  5.59  -6.52
H  -3.28  7.25  -6.02
C  8.67  -11.56  -1.47
C  7.75  -10.95  -0.44
C  6.68  -10.02  -0.94
O  7.87  -11.20  0.74
H  9.39  -12.21  -0.96
H  8.09  -12.16  -2.17
H  9.22  -10.78  -1.99
H  6.01  -10.55  -1.63
H  7.14  -9.16  -1.45
H  6.09  -9.65  -0.09
C  -8.42  9.06  -6.86
C  -6.95  8.87  -6.62
C  -6.02  9.97  -7.09
O  -6.52  7.88  -6.06
H  -8.97  8.20  -6.47
H  -8.77  9.96  -6.35
H  -8.61  9.14  -7.94
H  -6.27  10.90  -6.58
H  -6.11  10.09  -8.17
H  -4.99  9.70  -6.84

Output
- structure (SMILES) = CCOCCOCCOCC1=C(CCN)C(=O)OC1=O.CC(C)=O.CC(C)=O.CC(C)=O.CC(C)=O.CC(C)=O.CC(C)=O.CC(C)=O.CC(C)=O.CC(C)=O
- 2S+1 = 1
- total charge = 0

---

Computed, not measured: an isolated ion of composition C2H6NO and charge -1 in a non-equilibrium geometry, with ωB97M-V with the def2-TZVPD basis set.

Atoms and positions in Å:
C  0.28  -1.27  -0.11
N  0.87  0.07  -0.51
C  0.02  1.30  -0.05
O  2.15  0.15  -0.07
H  0.34  -1.61  1.00
H  -0.86  -1.08  -0.13
H  0.74  -1.95  -0.70
H  0.70  2.23  -0.27
H  -0.92  1.18  -0.64
H  -0.40  1.46  1.00

Output
- structure (SMILES) = CN(C)[O-]
- 2S+1 = 1
- relative energy (zero: lowest compared OMol25 entry of this formula, charge and spin) (kcal per mole) = 63.74
- total charge = -1

---

| no. | HOMO (eV) |
| --- | --- |
| 1 | -7.50 |
| 2 | -8.28 |
| 3 | -0.94 |